Computed, not measured: a molecular structure, C30H25N6O7W in a non-equilibrium geometry, with ωB97M-V with the def2-TZVPD basis set.

Geometry as ORCA input:
```
! wB97M-V def2-TZVPD RIJCOSX def2/J DEFGRID3
* xyz 3 1
W 0.196 0.488 -0.059
O 1.437 -3.198 1.524
C 0.864 -2.173 1.320
N 0.814 -1.454 0.113
C 1.692 -1.920 -0.916
O 2.749 -2.444 -0.736
C 1.101 -1.614 -2.268
C 1.567 -2.246 -3.411
C 0.962 -1.961 -4.630
C -0.103 -1.070 -4.640
C -0.503 -0.473 -3.452
N 0.082 -0.717 -2.270
C 0.003 -1.491 2.365
C -0.201 -2.096 3.596
C -0.967 -1.435 4.549
C -1.493 -0.188 4.226
C -1.243 0.352 2.973
N -0.512 -0.283 2.037
H 2.392 -2.938 -3.327
H 1.309 -2.425 -5.542
H -0.619 -0.840 -5.558
H -1.336 0.220 -3.448
H 0.237 -3.068 3.780
H -1.148 -1.878 5.519
H -2.086 0.355 4.945
H -1.628 1.332 2.698
O 3.283 2.170 -1.950
C 2.884 1.710 -0.932
O 1.739 0.960 -0.884
C 3.485 1.841 0.459
C 3.500 0.444 1.144
C 4.416 0.484 2.368
C 3.582 1.342 3.339
C 2.303 1.577 2.527
O 2.171 0.379 1.719
C 2.531 2.631 1.426
C 1.218 2.930 0.713
O 1.038 3.779 -0.116
O 0.231 2.047 0.991
H 4.473 2.300 0.388
H 3.659 -0.404 0.472
H 5.387 0.912 2.134
H 4.569 -0.522 2.754
H 4.070 2.277 3.605
H 3.361 0.798 4.256
H 1.401 1.738 3.122
H 2.987 3.563 1.762
N -2.669 2.130 0.030
C -1.889 2.706 -0.983
C -2.266 3.939 -1.521
C -1.511 4.493 -2.538
C -0.401 3.790 -3.004
C -0.082 2.583 -2.424
N -0.804 2.022 -1.416
C -2.994 0.784 0.121
C -4.291 0.398 0.489
C -4.614 -0.941 0.512
C -3.634 -1.879 0.170
C -2.374 -1.439 -0.153
N -2.020 -0.120 -0.160
H -3.415 2.748 0.344
H -3.141 4.453 -1.154
H -1.786 5.446 -2.968
H 0.216 4.187 -3.794
H 0.787 2.023 -2.766
H -5.037 1.144 0.722
H -5.616 -1.263 0.753
H -3.871 -2.932 0.151
H -1.595 -2.144 -0.437
*
```

## Properties
HOMO energy: -17.6 eV
HOMO-LUMO gap: 5.8 eV
lowest unoccupied orbital energy: -0.4347 Ha